Record 1
29
Properties=species:S:1:pos:R:3:forces:R:3 method="wB97M-V/def2-TZVPD" e_lumo_ev=-3.116 total_charge=+1 e_above_lowest_ev=0.582
N -0.257 -0.081 1.296 1.271 0.356 -1.497
N 1.406 -1.742 0.172 -3.258 1.699 -2.531
N 1.374 1.459 1.915 1.295 2.156 0.209
N -0.099 0.408 3.429 2.492 1.510 0.365
C 1.829 1.571 0.553 0.230 0.062 -0.784
C -1.452 -1.710 -1.094 0.666 -1.607 1.732
C 0.399 0.629 2.219 -1.684 -1.117 0.210
C -0.213 -0.173 -2.521 -2.843 1.972 -0.184
C -1.694 0.789 -0.900 0.622 -0.567 1.414
C -0.733 -0.395 -1.110 -1.124 0.454 0.332
C 1.337 0.703 -0.339 1.585 1.873 0.785
C 0.312 -0.283 0.008 3.026 -2.475 -1.721
H -2.254 -1.682 -1.806 -0.024 -0.489 -0.795
H -0.044 0.937 -2.734 -0.301 -1.610 0.025
H 2.188 -1.307 0.598 1.075 0.504 0.538
H -0.691 -2.557 -1.140 -1.286 0.854 -0.614
H -2.362 0.740 -0.045 -0.174 -0.361 0.069
H 1.713 2.208 2.570 -0.787 -1.439 -0.692
H 2.581 2.361 0.211 -1.106 -1.268 1.342
H -2.233 1.001 -1.771 -0.940 0.122 -1.276
H -1.997 -1.913 -0.155 0.290 0.272 0.054
H 1.706 -1.885 -0.841 -0.440 0.055 1.630
H -0.751 -0.905 1.565 -0.383 -0.366 0.670
H 1.930 0.752 -1.259 -1.095 -0.463 -0.092
H -1.050 1.615 -0.716 0.370 1.198 0.075
H 0.641 -0.686 -2.647 3.285 -1.800 -0.839
H 0.397 0.760 4.213 -0.063 0.226 0.797
H -0.991 -0.654 -3.187 0.973 1.047 0.382
H -0.991 0.040 3.518 -1.670 -0.798 0.395

=====

Record 2
27
Properties=species:S:1:pos:R:3:forces:R:3 method="wB97M-V/def2-TZVPD" e_lumo_ev=0.584 e_above_lowest_ev=5.258
O -0.660 1.741 0.443 -1.588 -0.961 -0.557
N -1.119 0.853 -1.602 0.087 -0.386 0.681
C -1.333 0.885 -0.240 0.017 2.632 -0.265
C -0.404 -2.098 -0.658 -0.063 -0.132 -0.139
C 2.512 0.569 1.433 0.102 -0.309 -0.140
C 2.424 1.059 -1.006 0.127 -0.088 0.074
C 1.797 0.799 0.336 -0.664 1.784 0.262
C -0.684 -1.342 1.701 -0.161 0.005 -0.178
C -0.329 -1.083 0.444 1.909 0.172 0.281
C -2.732 0.538 0.197 0.154 -0.373 0.116
H -0.205 1.143 -1.916 0.006 0.019 -0.002
H -3.406 1.326 -0.146 0.141 0.015 -0.034
H 0.531 1.401 0.467 2.076 -1.261 -0.254
H -0.178 -3.107 -0.305 -0.057 0.029 0.009
H 2.102 0.308 -1.735 0.032 -0.034 -0.047
H 2.034 0.342 2.379 -0.028 0.170 0.067
H -3.055 -0.410 -0.232 -0.049 -0.026 0.026
H -1.076 -2.306 2.014 -0.173 0.005 -0.034
H 3.598 0.511 1.426 0.076 -0.052 -0.037
H 2.123 2.034 -1.403 0.008 -0.004 0.039
H -0.613 -0.580 2.468 0.172 0.012 0.048
H 0.301 -1.862 -1.458 0.004 -0.025 0.016
H 3.517 1.035 -0.964 0.000 -0.010 -0.055
H -1.398 -2.132 -1.112 -0.041 -0.022 -0.011
H -2.771 0.479 1.280 0.019 -0.009 -0.022
H 0.587 -0.226 0.327 -2.158 -1.128 0.135
H -1.562 0.125 -2.138 0.054 -0.023 0.020

=====

Record 3
30
Properties=species:S:1:pos:R:3:forces:R:3 method="wB97M-V/def2-TZVPD" e_lumo_ev=0.495 e_above_lowest_ev=0.369
Si 3.638 -1.123 0.052 -0.350 1.544 0.227
Si 2.774 1.975 0.109 -2.348 -1.166 -1.695
O -1.191 -2.541 -1.116 0.690 0.139 0.617
O 3.433 0.512 0.109 0.452 -1.427 0.401
N 0.783 -0.983 2.207 -0.042 -0.151 0.975
C -4.080 1.705 0.548 -0.241 -1.622 -0.164
C 0.996 -1.653 -1.271 2.796 -3.302 2.121
C -0.845 -0.226 -0.308 -1.478 -3.156 -0.834
C 1.994 -2.057 0.243 -1.089 1.025 -2.729
C -2.398 -0.044 -0.131 2.566 1.702 -0.170
C 1.345 -1.594 1.416 -0.365 0.967 -0.042
C -2.568 1.350 0.509 -1.742 0.436 -1.868
C -0.408 -1.654 -0.843 -2.136 2.276 -0.884
H 1.917 -3.110 0.253 0.613 -1.289 -0.228
H -0.363 0.454 -0.996 -0.439 0.548 -0.464
H -2.114 2.119 -0.172 0.074 -0.466 1.019
H 2.205 2.009 -1.318 0.422 0.690 0.587
H 4.184 -1.214 -1.281 0.335 -0.862 -0.491
H -4.231 2.427 1.310 -0.664 0.431 0.886
H 1.423 -0.740 -1.591 0.004 1.019 -0.440
H 4.493 -1.268 1.210 0.447 -0.819 0.246
H -2.835 -0.224 -1.113 -0.330 0.604 -0.001
H -0.284 -0.123 0.569 0.370 0.517 1.607
H -4.399 2.144 -0.353 -0.017 0.969 -1.387
H -2.945 -0.625 0.558 0.173 -1.734 0.729
H -4.837 0.846 0.551 1.333 0.729 0.906
H 3.762 2.965 0.387 0.400 0.777 0.371
H 1.233 -2.514 -1.967 -0.235 1.075 0.811
H 1.517 1.789 0.889 0.382 0.738 0.371
H -2.200 1.399 1.540 0.419 -0.193 -0.477

=====

Record 4
31
Properties=species:S:1:pos:R:3:forces:R:3 method="wB97M-V/def2-TZVPD" multiplicity=3 e_lumo_ev="0.743 / -2.985" e_above_lowest_ev=1.216
S 0.983 -1.495 0.620 1.167 1.259 0.115
P -1.538 -0.016 -0.133 0.947 1.681 1.214
O -2.140 -1.314 0.570 0.246 -0.020 0.779
O -2.760 1.017 -0.022 1.952 0.851 0.720
O -1.153 -0.454 -1.463 0.500 -0.475 -1.675
O 2.225 0.816 0.943 0.178 0.451 1.187
C 3.769 2.544 0.390 -1.353 2.948 1.891
C 0.759 -3.228 -1.443 0.941 -1.265 -4.121
C 1.424 -1.958 -1.132 0.686 1.747 0.668
C 2.283 2.246 0.844 1.078 -0.616 -3.635
C -0.263 0.772 0.812 -2.706 1.479 -0.533
C -2.580 -1.070 1.896 -0.226 -0.970 1.210
C -3.553 1.014 -1.170 -0.466 -1.371 -0.376
C 1.005 0.277 0.737 1.539 -3.337 -0.561
H -0.398 1.802 1.160 -0.340 -0.562 0.237
H 3.991 1.643 -0.063 1.271 -1.537 -1.281
H -0.213 -2.983 -1.825 -0.627 -0.058 -0.280
H 1.327 -1.096 -1.838 -0.718 -0.777 0.613
H -2.203 -1.857 2.586 0.376 0.691 -0.454
H -3.133 0.261 -1.833 -0.652 -0.141 -0.412
H -3.616 1.913 -1.738 0.149 1.114 0.141
H 2.038 2.823 1.662 -0.765 0.581 2.388
H 3.752 3.430 -0.332 0.322 -1.301 0.996
H -4.469 0.726 -0.720 -1.597 -0.222 -0.738
H 0.629 -3.963 -0.702 0.186 -0.604 1.444
H 1.520 2.462 0.048 0.964 0.380 0.423
H -3.634 -1.230 1.935 -0.991 0.132 -0.180
H 2.510 -2.009 -1.029 0.292 -0.384 0.339
H 4.475 2.766 1.296 -1.365 -0.463 -1.757
H -2.385 -0.055 2.264 0.283 -0.367 -0.081
H 1.348 -3.785 -2.320 -1.270 1.156 1.719

=====

Copy entry 2 word for word.
27
Properties=species:S:1:pos:R:3:forces:R:3 method="wB97M-V/def2-TZVPD" e_lumo_ev=0.584 e_above_lowest_ev=5.258
O -0.660 1.741 0.443 -1.588 -0.961 -0.557
N -1.119 0.853 -1.602 0.087 -0.386 0.681
C -1.333 0.885 -0.240 0.017 2.632 -0.265
C -0.404 -2.098 -0.658 -0.063 -0.132 -0.139
C 2.512 0.569 1.433 0.102 -0.309 -0.140
C 2.424 1.059 -1.006 0.127 -0.088 0.074
C 1.797 0.799 0.336 -0.664 1.784 0.262
C -0.684 -1.342 1.701 -0.161 0.005 -0.178
C -0.329 -1.083 0.444 1.909 0.172 0.281
C -2.732 0.538 0.197 0.154 -0.373 0.116
H -0.205 1.143 -1.916 0.006 0.019 -0.002
H -3.406 1.326 -0.146 0.141 0.015 -0.034
H 0.531 1.401 0.467 2.076 -1.261 -0.254
H -0.178 -3.107 -0.305 -0.057 0.029 0.009
H 2.102 0.308 -1.735 0.032 -0.034 -0.047
H 2.034 0.342 2.379 -0.028 0.170 0.067
H -3.055 -0.410 -0.232 -0.049 -0.026 0.026
H -1.076 -2.306 2.014 -0.173 0.005 -0.034
H 3.598 0.511 1.426 0.076 -0.052 -0.037
H 2.123 2.034 -1.403 0.008 -0.004 0.039
H -0.613 -0.580 2.468 0.172 0.012 0.048
H 0.301 -1.862 -1.458 0.004 -0.025 0.016
H 3.517 1.035 -0.964 0.000 -0.010 -0.055
H -1.398 -2.132 -1.112 -0.041 -0.022 -0.011
H -2.771 0.479 1.280 0.019 -0.009 -0.022
H 0.587 -0.226 0.327 -2.158 -1.128 0.135
H -1.562 0.125 -2.138 0.054 -0.023 0.020